{"formula": "C17H21N3O4", "method": "wB97M-V/def2-TZVPD", "orbital_gap_ev": 8.50, "smiles": "COc1ccccc1-c1cc(C(=O)NCCN2CCOCC2)no1", "homo_energy_ev": -8.15, "total_energy_ev": -30628.45568, "e_above_lowest_kcal_mol": 98.8, "species": ["O", "O", "O", "O", "N", "N", "N", "C", "C", "C", "C", "C", "C", "C", "C", "C", "C", "C", "C", "C", "C", "C", "C", "C", "H", "H", "H", "H", "H", "H", "H", "H", "H", "H", "H", "H", "H", "H", "H", "H", "H", "H", "H", "H", "H"], "positions_angstrom": [[-0.4965, 2.7146, -0.1663], [1.6745, -1.0444, 1.0593], [-5.4395, -1.8997, -1.2360], [4.5405, 1.3223, -0.7617], [-4.0581, -0.1580, 0.5924], [0.4709, -0.4445, 1.1289], [-1.6208, 1.2897, 1.1985], [-2.9026, 1.9384, 1.0987], [4.9166, 0.1002, -0.3121], [-5.4500, -0.5328, 0.7702], [-3.3721, -1.1972, -0.1604], [2.5669, -0.2151, 0.4748], [1.9234, 0.9572, 0.1531], [-3.8290, 1.1984, 0.1171], [6.2047, -0.4104, -0.4347], [3.9275, -0.6868, 0.3138], [5.5488, -2.4452, 0.6623], [0.5984, 0.7516, 0.5970], [-6.1329, -0.8713, -0.5615], [4.2661, -1.9525, 0.7911], [6.5162, -1.6694, 0.0480], [5.4919, 2.1412, -1.4016], [-0.5475, 1.6893, 0.4861], [-4.0952, -1.5349, -1.4716], [-5.9819, 0.2736, 1.2772], [5.8827, 1.6707, -2.3090], [4.9579, 3.0512, -1.6709], [-4.7699, 1.7506, 0.0514], [-3.3637, 1.9634, 2.0885], [-3.3604, 1.2104, -0.8730], [-3.6305, -2.3913, -1.9624], [5.7930, -3.4265, 1.0380], [-6.1774, 0.0271, -1.1988], [-2.3473, -0.8865, -0.3658], [2.3124, 1.8313, -0.3179], [-1.5902, 0.3750, 1.6236], [-3.3465, -2.0924, 0.4687], [-4.0619, -0.6699, -2.1537], [6.3204, 2.3939, -0.7328], [6.9781, 0.1722, -0.9092], [7.5241, -2.0412, -0.0598], [-5.4692, -1.4210, 1.4096], [-2.7257, 2.9561, 0.7435], [-7.1455, -1.2443, -0.3996], [3.4990, -2.5430, 1.2674]], "forces_ev_per_a": [[0.22, 0.02, -0.16], [0.63, -0.16, -0.09], [-0.03, -0.11, 0.04], [-0.17, -0.28, 0.18], [0.05, -0.04, 0.08], [-0.98, 0.59, 0.01], [-0.11, -0.19, 0.10], [-0.30, 0.20, -0.42], [-0.09, -0.26, 0.14], [-0.20, -0.13, -0.27], [-0.16, -0.19, -0.34], [-0.62, 1.17, -0.33], [0.15, -0.58, 0.21], [0.31, 0.27, 0.38], [0.01, 0.26, -0.12], [0.27, -0.15, -0.01], [0.11, -0.08, 0.00], [0.81, -0.75, 0.01], [-0.04, 0.15, 0.32], [0.00, 0.19, -0.08], [-0.09, -0.06, 0.05], [0.18, 0.17, -0.13], [-0.44, -0.04, 0.33], [0.33, 0.06, 0.14], [-0.04, -0.03, 0.04], [-0.02, 0.00, 0.06], [0.08, -0.05, 0.00], [-0.01, -0.02, -0.08], [-0.01, 0.04, -0.07], [-0.08, 0.03, -0.02], [0.05, 0.09, -0.02], [0.02, -0.09, 0.03], [-0.03, -0.06, 0.04], [0.04, -0.06, 0.02], [0.10, 0.12, -0.08], [0.07, 0.01, 0.02], [0.09, -0.03, -0.08], [0.01, -0.07, 0.02], [-0.04, -0.04, -0.03], [0.03, 0.08, -0.05], [0.08, -0.02, -0.01], [-0.12, 0.04, 0.01], [-0.04, -0.04, 0.13], [0.01, 0.10, 0.00], [-0.04, -0.06, 0.04]]}